Entry from OMol25: a cluster of 14 separate species, C30H88N10O14 in total (ωB97M-V with the def2-TZVPD basis set).

Structure (XYZ):
```
142
Properties=species:S:1:pos:R:3:forces:R:3
C -14.182358 -7.466723 26.564152 -0.43 0.24 -0.39
O -14.836661 -6.610854 27.484848 0.25 -0.27 0.15
H -13.879190 -6.905643 25.677261 0.31 -0.01 -0.02
H -13.315623 -7.934845 27.028983 -0.03 0.16 0.15
H -14.852903 -8.250568 26.200443 -0.05 -0.23 0.09
H -15.579724 -6.222993 27.012801 -0.14 0.11 -0.10
C -12.005312 -4.669186 23.399748 0.91 1.52 1.12
O -11.551693 -3.560076 23.652628 0.37 0.19 -0.02
N -11.690834 -5.785949 24.055843 0.44 -0.55 0.65
N -12.894867 -4.847042 22.438540 -1.93 -0.39 -2.16
H -11.097639 -5.645392 24.864069 0.04 -0.50 0.04
H -12.294432 -6.582722 23.908955 0.24 -0.15 0.33
H -13.086276 -4.072521 21.826318 -0.03 -0.12 0.16
H -13.249592 -5.771057 22.250744 -0.07 0.17 -0.26
C -12.510833 -12.698513 26.590044 0.54 -1.02 -0.92
O -11.745520 -13.450440 25.993711 0.29 0.25 0.04
N -13.782367 -12.510586 26.248168 -1.37 0.45 -0.02
N -12.192937 -11.976506 27.687970 0.68 -0.27 0.37
H -14.184297 -12.817066 25.366336 0.05 -0.06 0.36
H -14.264294 -11.868924 26.853916 -0.64 -0.12 -0.52
H -12.883955 -11.279814 27.899945 0.88 0.50 0.64
H -11.200774 -11.930543 27.855218 -0.27 0.52 0.43
C -15.689660 -14.056290 23.354570 -1.07 -2.41 -0.57
O -14.859284 -13.391090 23.946456 0.19 0.74 -0.42
N -15.467981 -14.757567 22.220188 1.49 1.38 0.47
N -16.930147 -14.380242 23.786710 -0.05 1.13 1.05
H -14.538366 -14.559364 21.870245 -0.13 -0.94 -1.34
H -16.186501 -15.360503 21.867951 0.63 0.00 -0.63
H -17.382486 -15.084254 23.235431 -0.82 0.24 0.75
H -17.260761 -13.905399 24.609387 -0.49 -0.60 -0.12
C -14.282021 -7.190200 19.451261 -0.03 -0.34 -1.56
O -13.537367 -7.562637 20.352547 -0.15 -0.01 0.23
N -14.573707 -5.918718 19.144812 0.32 1.48 0.91
N -14.825536 -7.980963 18.493996 0.02 -1.27 0.66
H -14.135314 -5.198603 19.696936 -0.35 0.12 -0.13
H -15.377850 -5.742882 18.569381 0.15 0.45 0.18
H -15.240065 -7.561651 17.681747 0.04 -0.40 -0.02
H -14.751239 -8.979035 18.610941 -0.07 0.08 -0.35
C -11.996253 -14.222515 21.372410 -0.29 -0.38 0.50
O -12.967721 -14.515999 20.683541 -1.20 0.15 -0.20
N -10.763362 -14.289132 20.872064 1.59 0.10 -0.33
N -12.081732 -13.881720 22.664334 0.41 0.09 -0.01
H -10.623765 -14.357949 19.877619 -0.06 -0.18 0.14
H -9.974113 -14.315656 21.495885 0.06 0.14 -0.32
H -12.988763 -13.770946 23.094761 0.17 0.12 0.38
H -11.229059 -13.562789 23.093716 -0.49 0.09 0.62
C -10.372630 -8.159586 26.874741 -0.09 -0.82 1.00
C -10.261414 -6.692791 27.250157 0.99 -0.91 0.23
C -9.417435 -6.373633 28.486816 0.28 -0.06 0.60
O -9.671572 -6.084462 26.132511 -0.50 1.46 -0.71
H -10.607797 -8.775911 27.746289 -0.36 -0.02 0.02
H -9.421812 -8.564623 26.525909 0.12 0.26 -0.15
H -11.113322 -8.338840 26.096059 0.00 0.14 0.01
H -11.248572 -6.276723 27.456604 -0.09 0.12 -0.55
H -8.353666 -6.228743 28.291759 -0.05 -0.02 -0.55
H -9.418411 -7.137326 29.267000 -0.50 -0.07 0.02
H -9.770561 -5.435659 28.915725 0.04 -0.03 0.11
H -8.907695 -6.599371 25.850261 0.23 -0.15 0.14
C -10.144828 -5.834372 20.128767 -0.23 0.78 0.43
C -10.678107 -6.553999 18.890134 0.14 0.19 0.93
C -9.712957 -6.528528 17.726238 0.06 -0.15 -0.08
O -10.962249 -7.902766 19.257019 0.30 -0.67 -0.36
H -10.853949 -5.903801 20.955425 -0.09 -0.32 -0.01
H -10.039019 -4.753643 20.007924 0.03 0.05 -0.44
H -9.180872 -6.170054 20.513047 0.02 -0.43 -0.34
H -11.636451 -6.100777 18.624702 0.03 0.24 -0.26
H -9.530594 -5.508458 17.387474 -0.10 0.05 0.05
H -10.085881 -7.115574 16.886812 -0.05 0.01 0.02
H -8.748948 -6.945820 18.019952 -0.02 -0.09 0.08
H -11.832168 -7.960159 19.670977 -0.07 0.23 0.13
C -17.949046 -4.389874 23.660860 0.62 0.83 -0.34
C -17.477219 -5.738996 24.151798 0.25 -0.67 -0.67
C -16.292438 -6.370941 23.412771 -0.02 0.48 0.18
O -17.124098 -5.589977 25.504001 0.19 -0.12 0.95
H -18.077209 -4.270310 22.584679 -0.41 -0.46 0.00
H -17.196688 -3.628989 23.884024 0.25 -0.12 0.20
H -18.839452 -4.066788 24.202509 -0.24 -0.16 -0.22
H -18.290472 -6.466880 24.067069 -0.29 0.05 0.06
H -16.117393 -7.417203 23.664271 -0.45 -0.10 -0.06
H -15.339149 -5.913816 23.682284 -0.13 0.47 -0.17
H -16.489985 -6.257607 22.346002 0.28 -0.23 -0.11
H -17.679585 -4.889728 25.857460 0.05 -0.05 0.29
C -13.528377 -10.345946 23.283782 0.47 0.06 0.46
C -12.719036 -9.085219 23.661314 0.04 -0.83 -1.65
C -11.303362 -9.093328 22.993450 -0.45 -0.47 1.05
O -13.485714 -8.007499 23.129357 0.03 0.94 0.58
H -13.596651 -10.361429 22.194958 0.03 -0.22 -0.05
H -14.542681 -10.310921 23.680282 0.03 0.27 0.02
H -13.105872 -11.279997 23.655590 0.25 0.04 -0.14
H -12.688431 -8.941004 24.740985 0.16 0.01 -0.01
H -11.379061 -9.239990 21.915361 -0.17 0.22 -0.06
H -10.705122 -9.929238 23.362604 -0.13 -0.18 0.10
H -10.717551 -8.204812 23.230182 -0.23 0.22 -0.17
H -13.371154 -7.955867 22.171876 -0.03 -0.25 -0.20
C -17.088780 -10.890549 24.820269 -0.36 0.17 0.76
C -17.912455 -10.168965 25.887385 0.21 -0.04 -0.16
C -19.391478 -10.056780 25.546912 0.02 0.15 0.01
O -17.695065 -10.773574 27.194446 -0.23 0.34 -1.20
H -16.095693 -11.025703 25.247808 0.21 0.14 -0.48
H -17.110477 -10.267536 23.926617 0.38 -0.21 -0.13
H -17.472729 -11.881383 24.573668 -0.23 0.07 -0.04
H -17.509884 -9.155327 25.917476 0.09 0.02 0.44
H -19.911799 -10.993961 25.747448 -0.10 0.07 0.21
H -19.572403 -9.822856 24.496420 0.29 -0.01 -0.12
H -19.813266 -9.220427 26.104126 -0.28 -0.31 0.24
H -17.738250 -11.710522 26.977555 -0.01 -0.20 0.51
C -8.419817 -12.177100 19.221593 -0.12 -1.09 -0.34
C -9.297454 -11.084501 19.696381 0.11 2.00 0.16
C -8.601139 -10.239982 20.748400 0.80 -0.05 0.79
O -9.530208 -10.236168 18.579579 -0.52 -0.37 -0.15
H -8.899045 -12.704088 18.394605 0.02 0.10 -0.16
H -8.265826 -12.934681 19.991596 0.35 0.15 0.13
H -7.483624 -11.750826 18.862259 0.10 -0.17 0.11
H -10.245877 -11.417571 20.128633 -0.10 -0.40 -0.15
H -7.706321 -9.726801 20.388877 0.14 -0.39 -0.52
H -8.258681 -10.911538 21.539828 -0.10 0.19 0.36
H -9.157550 -9.401811 21.169879 -0.58 -0.36 0.02
H -10.082558 -9.517551 18.917693 -0.01 0.45 -0.36
C -15.434401 -12.656584 18.806879 -0.84 -0.34 0.00
C -14.054038 -12.287213 18.306136 0.30 0.86 0.22
C -13.333168 -11.226860 19.169045 -0.30 0.11 0.78
O -13.267860 -13.437865 18.268814 0.52 -0.20 -0.61
H -15.804758 -13.532984 18.271630 0.40 -0.21 -0.07
H -16.241432 -11.947431 18.609636 0.31 0.57 0.28
H -15.418745 -12.932466 19.862524 0.00 0.17 0.10
H -14.148215 -11.905881 17.287069 0.12 -0.08 -0.12
H -14.000797 -10.450145 19.549167 -0.15 0.13 -0.23
H -12.436779 -10.751237 18.769462 -0.18 -0.13 -0.62
H -12.976271 -11.666586 20.104736 -0.13 -0.43 0.04
H -13.079059 -13.673638 19.191984 -0.10 -0.49 -0.04
C -6.891136 -9.233996 23.848301 1.08 -0.23 -0.11
C -6.451773 -7.909329 24.495545 0.29 -0.38 -1.16
C -6.619441 -6.736644 23.480226 -0.76 -0.50 0.59
O -7.183444 -7.743604 25.690269 -1.08 1.11 0.38
H -6.585962 -10.082182 24.464915 -0.19 0.02 0.28
H -6.344609 -9.404258 22.918670 -0.13 0.17 -0.18
H -7.958529 -9.323371 23.649106 -0.03 0.37 0.10
H -5.417090 -7.943692 24.843959 0.32 -0.22 -0.65
H -6.160755 -6.934546 22.511228 0.56 -0.27 0.31
H -6.279300 -5.771793 23.853173 0.00 -0.09 0.11
H -7.669269 -6.656989 23.187934 -0.23 0.16 0.40
H -6.878651 -8.369089 26.351534 0.09 -0.06 -0.08
```
Forces are in eV/Å.

The value obtained for the LUMO energy is 0.000 Ha. For the HOMO energy, the calculation gives -0.32814 Ha. Its total charge is 0.